# 1
{
  "formula": "C8H24FK3O4",
  "method": "ωB97M-V with the def2-TZVPD basis set",
  "e_homo_ha": -0.5883,
  "charge": 2,
  "gap_ev": 8.4,
  "lumo_energy_ev": -7.59,
  "elements": ["K", "K", "K", "F", "C", "C", "O", "H", "H", "H", "H", "H", "H", "C", "C", "O", "H", "H", "H", "H", "H", "H", "C", "C", "O", "H", "H", "H", "H", "H", "H", "C", "C", "O", "H", "H", "H", "H", "H", "H"],
  "xyz": [[-1.40367, -0.69954, 2.91456], [1.03132, 0.76836, 2.89440], [1.84390, -1.53022, 1.72347], [-0.03968, -0.38221, 1.17315], [-1.32057, -2.13482, -1.14570], [-0.51263, -2.74280, 0.01272], [-1.07533, -2.19828, 1.26652], [-2.22158, -2.74113, -1.23891], [-0.80766, -2.36406, -2.07976], [-1.56813, -1.07339, -1.15979], [0.54353, -2.47476, -0.01495], [-0.47765, -3.83096, 0.06509], [-0.59953, -1.36778, 1.34069], [0.91183, 2.51665, -0.43965], [1.69970, 1.98748, 0.77868], [1.24230, 2.67035, 1.91573], [1.04813, 2.03044, -1.40563], [1.12929, 3.57234, -0.60185], [-0.16355, 2.37875, -0.32722], [2.75816, 2.24697, 0.75780], [1.56461, 0.93317, 1.02009], [1.26064, 3.61049, 1.72235], [2.08234, -0.46270, -2.53287], [1.56438, -0.51966, -1.05896], [0.22763, -0.20932, -0.91021], [1.89610, 0.52581, -2.95271], [1.85750, -1.35498, -3.11714], [3.16965, -0.50404, -2.59722], [2.23704, 0.16452, -0.54174], [1.81759, -1.44817, -0.54726], [-0.03106, -0.27067, 0.01223], [-2.84586, -0.08598, 0.54748], [-1.94861, 1.09761, 0.36496], [-1.21690, 1.33807, 1.50743], [-3.47399, -0.09280, -0.34331], [-3.48678, 0.18270, 1.38719], [-2.36715, -1.05872, 0.66034], [-2.57099, 1.94572, 0.07957], [-1.20567, 0.88832, -0.40468], [-0.54865, 0.68918, 1.27508]],
  "mulliken_charge": [1.098, 1.081, 1.055, -1.173, -1.091, 0.194, -0.926, 0.349, 0.454, 0.207, -0.510, 0.467, 0.869, -0.871, 0.743, -0.703, 0.108, 0.567, 0.318, 0.511, -0.790, 0.373, -1.557, 0.272, -0.663, 0.291, 0.369, 0.452, -0.047, 0.218, 0.312, -2.082, 0.084, -0.677, 0.430, 0.304, 0.918, 0.540, 0.262, 0.246]
}

***

# 2
{
  "formula": "C3H5BS2",
  "method": "ωB97M-V with the def2-TZVPD basis set",
  "e_homo_ha": [-0.3109, -0.3370],
  "gap_ev": [6.0, 8.6],
  "lumo_energy_ev": [-2.50, -0.56],
  "elements": ["B", "C", "C", "C", "S", "S", "H", "H", "H", "H", "H"],
  "xyz": [[0.81638, 0.25235, 0.18424], [-2.22335, 0.01867, -0.44405], [-2.74558, 1.02334, 0.11018], [2.13147, -0.64981, 0.01262], [-0.55834, -0.79978, -0.49329], [0.88450, 1.63982, 1.19261], [-2.56177, -0.37472, -1.30999], [-2.99360, 1.74510, 0.91003], [3.10501, -0.21034, 0.03373], [2.03341, -1.18006, -0.92054], [2.11187, -1.46457, 0.72446]],
  "mulliken_charge": [0.365, -0.230, -0.385, -1.022, -0.139, -0.221, 0.273, 0.347, 0.342, 0.300, 0.370]
}

***

# 3
{
  "formula": "C2H5N2O2S",
  "method": "ωB97M-V with the def2-TZVPD basis set",
  "e_homo_ha": [-0.5346, -0.5309],
  "charge": 1,
  "gap_ev": [7.9, 8.1],
  "lumo_energy_ev": [-6.66, -6.31],
  "elements": ["C", "C", "N", "N", "O", "O", "S", "H", "H", "H", "H", "H"],
  "xyz": [[1.88866, -0.22321, -0.28403], [-0.57310, -0.42636, 0.26755], [-0.91957, 0.78517, 0.70920], [-1.11705, -1.23736, -0.55482], [4.21103, 0.46953, -0.10613], [-2.28758, 1.19255, 0.90597], [2.93089, 0.62990, 0.62575], [1.65471, -0.63131, -1.22216], [-0.40608, 1.44449, 1.20763], [-0.53872, -2.08420, -0.86526], [-2.03972, -1.07203, -0.83800], [-2.80346, 1.15281, 0.15431]],
  "mulliken_charge": [-0.155, 0.399, -0.006, -0.309, -0.398, -0.384, 0.444, 0.369, 0.221, 0.302, 0.200, 0.318]
}

***

# 4
{
  "formula": "C6H12O",
  "method": "ωB97M-V with the def2-TZVPD basis set",
  "e_homo_ha": -0.3564,
  "gap_ev": 10.8,
  "smiles": "C[C@H]1CO[C@@H](C)C1",
  "lumo_energy_ev": 1.09,
  "elements": ["C", "C", "C", "O", "C", "C", "C", "H", "H", "H", "H", "H", "H", "H", "H", "H", "H", "H", "H"],
  "xyz": [[1.61988, -1.20417, -1.22958], [1.09894, 0.09298, -0.60768], [-0.32879, 0.35474, -1.03381], [-0.82373, 1.33185, -0.13661], [-0.75599, 0.57491, 1.07149], [-2.20764, -0.06876, 1.12843], [0.83466, 0.11360, 0.92515], [1.41745, -1.21015, -2.30962], [1.11917, -2.08078, -0.80255], [2.69906, -1.33811, -1.10584], [1.74077, 0.92966, -0.91761], [-0.50503, 0.64894, -2.06819], [-0.82709, -0.58980, -0.76188], [-0.73681, 1.22431, 1.94323], [-2.87508, 0.77986, 1.36448], [-2.41261, -0.84114, 1.87415], [-2.58305, -0.42868, 0.15854], [1.28892, -0.75215, 1.43005], [1.33447, 0.99784, 1.34239]],
  "mulliken_charge": [-1.525, 0.526, -0.898, -0.436, 0.172, -1.125, -0.848, 0.334, 0.376, 0.392, 0.342, 0.397, 0.308, 0.381, 0.300, 0.323, 0.292, 0.400, 0.289]
}

***

# 5
{
  "formula": "C5H10O2",
  "method": "ωB97M-V with the def2-TZVPD basis set",
  "e_homo_ha": [-0.2575, -0.2707],
  "gap_ev": [7.8, 8.3],
  "lumo_energy_ev": [0.81, 0.93],
  "elements": ["O", "C", "C", "C", "C", "O", "C", "H", "H", "H", "H", "H", "H", "H", "H", "H", "H"],
  "xyz": [[2.45604, 0.03509, 0.91543], [1.56414, -0.61206, 0.02530], [0.16533, -0.47580, 0.59668], [-0.35156, 0.98459, 0.62137], [-1.81702, 0.78037, 0.39743], [-2.02257, -0.40484, -0.08505], [-0.91673, -1.15006, -0.20917], [3.34269, -0.02632, 0.54284], [1.58427, -0.15217, -0.97692], [1.81241, -1.68049, -0.08837], [0.18417, -0.87809, 1.62897], [-0.10326, 1.52967, 1.53561], [0.08320, 1.54150, -0.22918], [-1.25965, 0.94675, -2.50726], [-2.64263, 1.47747, 0.35319], [-0.94915, 0.29632, -2.29764], [-1.12968, -2.21193, -0.22323]],
  "mulliken_charge": [-0.512, -0.739, 0.766, -0.569, -0.318, -0.213, -0.926, 0.307, 0.358, 0.324, 0.304, 0.311, 0.262, 0.136, 0.358, -0.169, 0.318]
}

***

# 6
{
  "formula": "C24H45NP2SiSn",
  "method": "ωB97M-V with the def2-TZVPD basis set",
  "e_homo_ha": -0.2081,
  "gap_ev": 6.0,
  "lumo_energy_ev": 0.36,
  "elements": ["P", "P", "C", "C", "H", "H", "H", "H", "C", "H", "H", "H", "C", "H", "H", "H", "C", "H", "H", "H", "C", "H", "H", "H", "Sn", "C", "C", "C", "C", "C", "C", "C", "C", "C", "H", "H", "H", "H", "H", "H", "H", "H", "H", "H", "H", "H", "H", "H", "H", "C", "Si", "C", "C", "N", "C", "C", "C", "C", "C", "C", "H", "H", "H", "H", "H", "H", "H", "H", "H", "H", "H", "H", "H", "H"],
  "xyz": [[-1.96728, 0.59590, 0.30572], [0.91398, -0.44718, -0.14395], [-0.65395, 1.85307, -0.09461], [0.46515, 1.18814, -0.91237], [-0.25910, 2.20624, 0.86577], [-1.07517, 2.72006, -0.61721], [0.11002, 0.96818, -1.92654], [1.34102, 1.84139, -1.00406], [2.22063, 0.00438, 1.06971], [2.68505, -0.91414, 1.44003], [1.76149, 0.51501, 1.92068], [2.98802, 0.64807, 0.62555], [1.88815, -1.27531, -1.46106], [2.66836, -0.62290, -1.86799], [1.21277, -1.58488, -2.26322], [2.34961, -2.17347, -1.04048], [-2.94837, 1.42036, 1.61993], [-3.87555, 0.88060, 1.84123], [-3.18361, 2.43998, 1.30303], [-2.33806, 1.47885, 2.52573], [-3.10183, 0.69982, -1.13864], [-2.63027, 0.22415, -2.00295], [-3.35859, 1.73634, -1.38455], [-4.01450, 0.14371, -0.90601], [-0.96793, -1.40512, 0.68452], [2.22815, 4.51685, -2.65338], [2.63886, 4.59365, -1.38196], [2.40039, 5.66078, -0.34607], [1.24378, 6.65214, -0.60229], [-0.09913, 5.97411, -0.73058], [-0.65528, 5.41223, -1.81046], [-0.13454, 5.28726, -3.21830], [1.38110, 5.49232, -3.43474], [-2.70734, -2.29443, 1.50174], [2.51397, 3.61895, -3.20154], [3.24252, 3.76127, -1.01776], [3.33070, 6.23191, -0.19964], [2.21702, 5.15561, 0.61271], [1.20509, 7.33971, 0.25080], [1.46570, 7.26862, -1.47533], [-0.67166, 5.91579, 0.19529], [-1.64146, 4.96779, -1.67033], [-0.68318, 5.98849, -3.86659], [-0.40358, 4.28572, -3.58238], [1.58294, 5.34855, -4.50283], [1.65426, 6.52578, -3.21368], [-2.84666, -3.29988, 1.08942], [-3.63251, -1.72664, 1.33849], [-2.56125, -2.39403, 2.58618], [0.48809, -2.13439, 3.71356], [0.35672, -3.68321, 2.66914], [2.06824, -4.43722, 2.59466], [-0.82343, -4.80779, 3.60605], [-0.26152, -3.32810, 1.00367], [-0.49011, -4.35129, 0.00548], [-0.97436, -4.01057, -1.28229], [-1.22690, -4.98930, -2.24684], [-1.00838, -6.33326, -1.95589], [-0.52680, -6.69926, -0.70147], [-0.26548, -5.72406, 0.26708], [0.85696, -2.40831, 4.72307], [-0.50437, -1.65013, 3.81045], [1.20246, -1.42979, 3.25282], [2.42415, -4.62597, 3.62819], [2.06210, -5.39560, 2.04149], [2.75791, -3.73116, 2.08966], [-1.81127, -4.31496, 3.69913], [-0.96448, -5.78456, 3.10874], [-0.42023, -4.98377, 4.62432], [-1.16435, -2.98720, -1.56973], [-1.59845, -4.70358, -3.22179], [-1.21258, -7.08965, -2.70150], [-0.35996, -7.74459, -0.47503], [0.09806, -6.07607, 1.21197]],
  "mulliken_charge": [0.565, 0.799, -0.751, -0.788, 0.324, 0.094, 0.320, 0.177, -1.606, 0.329, 0.383, 0.446, -1.422, 0.436, 0.343, 0.400, -1.363, 0.399, 0.425, 0.348, -1.497, 0.352, 0.403, 0.407, 1.542, -0.151, -0.466, -0.540, -0.960, -0.190, -0.503, -0.518, -0.966, -1.476, 0.345, 0.419, 0.357, 0.287, 0.386, 0.348, 0.326, 0.494, 0.352, 0.282, 0.388, 0.341, 0.393, 0.496, 0.158, -0.860, 0.305, -1.018, -1.074, -0.138, 0.828, -0.074, -0.907, -0.493, -1.014, -0.351, 0.425, 0.166, 0.104, 0.348, 0.298, 0.240, 0.303, 0.314, 0.357, 0.210, 0.394, 0.359, 0.381, 0.226]
}

***

# 7
{
  "formula": "C5H12N2O",
  "method": "ωB97M-V with the def2-TZVPD basis set",
  "e_homo_ha": -0.3186,
  "gap_ev": 9.6,
  "smiles": "CN(CC=O)CCN",
  "lumo_energy_ev": 0.92,
  "elements": ["N", "C", "C", "N", "C", "C", "C", "O", "H", "H", "H", "H", "H", "H", "H", "H", "H", "H", "H", "H"],
  "xyz": [[0.42393, -2.99310, -0.53545], [-0.14886, -1.78354, 0.04850], [0.43424, -0.54633, -0.58998], [-0.29242, 0.64511, -0.14854], [-1.38611, 1.08736, -1.00163], [0.51052, 1.71331, 0.40845], [0.53010, 1.75291, 1.91999], [1.32313, 2.41814, 2.53063], [0.20589, -3.86141, -0.06578], [1.44824, -2.96738, -0.50485], [-0.02127, -1.73976, 1.13257], [-1.22138, -1.79820, -0.14303], [0.36752, -0.64182, -1.67562], [1.48932, -0.45397, -0.32584], [-2.24742, 1.36792, -0.39561], [-1.08232, 1.93971, -1.61768], [-1.77072, 0.29376, -1.63468], [0.10013, 2.67349, 0.07431], [1.55471, 1.75562, 0.06917], [-0.21723, 1.13818, 2.45506]],
  "mulliken_charge": [-0.611, -0.350, -0.859, 0.276, -1.243, -0.733, 0.016, -0.487, 0.228, 0.206, 0.253, 0.290, 0.329, 0.445, 0.333, 0.410, 0.405, 0.381, 0.362, 0.350]
}